{"formula": "C38H30BiN9O4S2", "method": "the ωB97M-V functional and the def2-TZVPD basis", "e_above_lowest_kcal_mol": 9.3, "energy_ha": -3270.7694, "e_lumo_ha": -0.01986, "homo_ev": -7.488, "species": ["Bi", "C", "S", "C", "S", "N", "N", "C", "C", "C", "C", "C", "C", "N", "H", "H", "H", "H", "H", "H", "H", "H", "C", "C", "N", "C", "C", "C", "C", "C", "C", "C", "N", "C", "C", "C", "C", "C", "C", "C", "C", "N", "C", "H", "H", "H", "H", "H", "H", "H", "H", "H", "H", "H", "H", "O", "C", "C", "C", "C", "C", "C", "C", "O", "N", "O", "O", "H", "H", "H", "H", "N", "C", "C", "C", "N", "C", "C", "H", "H", "H", "H", "H", "H"], "coordinates": [[0.173, 0.394, -0.393], [2.342, 5.226, -2.838], [2.411, 4.894, -1.047], [1.242, 3.573, -0.991], [1.447, 2.209, -2.004], [0.241, 3.768, -0.202], [-0.694, 2.814, -0.211], [-1.910, 3.164, -0.014], [-2.993, 2.257, -0.289], [-4.316, 2.618, -0.016], [-5.332, 1.791, -0.456], [-5.001, 0.639, -1.157], [-3.654, 0.356, -1.365], [-2.682, 1.137, -0.947], [3.269, 5.705, -3.133], [2.219, 4.277, -3.351], [1.497, 5.882, -3.028], [-2.149, 4.200, 0.222], [-4.530, 3.535, 0.511], [-6.367, 2.051, -0.280], [-5.765, -0.020, -1.540], [-3.344, -0.519, -1.921], [1.706, -3.754, 1.183], [0.863, -2.730, 0.728], [1.194, -1.473, 0.824], [2.358, -1.101, 1.373], [3.294, -2.061, 1.838], [2.923, -3.419, 1.716], [4.508, -1.619, 2.395], [4.745, -0.275, 2.524], [3.804, 0.671, 2.114], [2.613, 0.295, 1.518], [1.647, 1.168, 1.072], [1.158, 2.133, 1.941], [1.851, 3.214, 2.438], [1.278, 4.041, 3.412], [0.009, 3.829, 3.879], [-0.778, 2.801, 3.321], [-2.137, 2.570, 3.622], [-2.800, 1.523, 3.035], [-2.126, 0.726, 2.099], [-0.883, 0.954, 1.772], [-0.192, 1.947, 2.355], [1.393, -4.783, 1.108], [-0.101, -2.930, 0.289], [3.601, -4.188, 2.058], [5.235, -2.346, 2.721], [5.674, 0.070, 2.953], [4.027, 1.716, 2.244], [2.833, 3.444, 2.064], [1.862, 4.862, 3.801], [-0.407, 4.452, 4.657], [-2.642, 3.236, 4.307], [-3.836, 1.325, 3.257], [-2.599, -0.102, 1.589], [-0.728, -1.862, -2.171], [-1.509, -2.788, -2.333], [-2.592, -3.191, -1.487], [-3.455, -4.177, -1.953], [-4.576, -4.561, -1.238], [-4.855, -3.937, 0.000], [-4.016, -2.993, 0.491], [-2.818, -2.561, -0.194], [-2.050, -1.720, 0.308], [-5.439, -5.551, -1.753], [-6.457, -5.820, -1.129], [-5.133, -6.098, -2.805], [-1.414, -3.408, -3.252], [-3.268, -4.644, -2.910], [-5.740, -4.237, 0.542], [-4.220, -2.525, 1.443], [5.671, -1.732, -3.610], [4.581, -1.307, -2.928], [3.319, -1.888, -3.114], [2.252, -1.448, -2.362], [2.350, -0.474, -1.465], [3.536, 0.102, -1.296], [4.667, -0.285, -1.972], [5.559, -2.373, -4.376], [6.549, -1.256, -3.510], [3.173, -2.665, -3.848], [1.264, -1.872, -2.466], [3.572, 0.908, -0.580], [5.604, 0.215, -1.789]], "lowdin_charge": [1.784, -0.399, 0.798, -1.108, 0.567, -0.077, -0.130, -0.068, -0.298, -0.018, -0.054, -0.030, -0.116, 0.082, 0.027, -0.016, 0.033, 0.139, 0.114, 0.109, 0.109, 0.108, -0.025, -0.103, -0.016, -0.184, -0.146, 0.004, -0.045, -0.071, -0.014, -0.265, -0.118, -0.262, -0.020, -0.059, -0.034, -0.150, 0.005, -0.033, -0.126, -0.001, -0.192, 0.107, 0.094, 0.118, 0.107, 0.105, 0.098, 0.105, 0.107, 0.110, 0.118, 0.108, 0.092, -0.097, -0.228, -0.140, 0.045, -0.181, -0.002, -0.004, -0.404, -0.100, -0.378, 0.050, 0.045, 0.129, 0.123, 0.116, 0.108, 0.125, -0.319, -0.001, -0.130, -0.125, -0.199, 0.007, 0.102, 0.102, 0.108, 0.080, 0.087, 0.111]}